The following is a DFT calculation (ωB97M-V/def2-TZVPD) of C40H40FN6RuS3 as an isolated structure at a distorted geometry.

```
91
Properties=species:S:1:pos:R:3:mulliken_charge:R:1
Ru 0.285 -1.206 -0.632 0.62
N -2.255 -2.991 0.812 0.51
C -2.707 -1.863 0.164 -0.92
C -4.072 -1.797 -0.153 -1.23
C -4.591 -0.611 -0.610 -0.90
C -3.750 0.495 -0.713 -1.07
C -2.412 0.315 -0.458 -0.49
N -1.868 -0.865 -0.094 3.07
C -1.006 -3.349 1.322 0.53
C -1.006 -4.231 2.403 -1.34
C 0.179 -4.812 2.795 -0.62
C 1.327 -4.542 2.065 -0.97
C 1.244 -3.631 1.035 -0.65
N 0.118 -2.978 0.709 0.89
H -2.995 -3.595 1.129 0.37
H -4.693 -2.672 -0.014 0.52
H -5.641 -0.536 -0.857 0.44
H -4.114 1.468 -1.009 0.57
H -1.722 1.142 -0.549 0.21
H -1.937 -4.453 2.908 0.42
H 0.201 -5.491 3.638 0.43
H 2.272 -5.014 2.287 0.47
H 2.095 -3.407 0.417 0.53
C -0.871 -0.454 4.439 -1.68
C -1.416 -0.383 3.004 2.38
C -2.910 -0.721 3.077 -1.91
C -1.144 0.956 2.329 0.96
C -2.003 2.019 2.593 -0.11
C -1.764 3.284 2.087 -1.33
C -0.623 3.506 1.336 -0.17
C 0.272 2.476 1.054 1.82
C 1.580 2.821 0.355 0.89
C 2.647 3.311 1.344 -1.60
C 1.415 3.907 -0.717 -1.99
C -0.016 1.166 1.500 -2.32
N 0.870 0.095 1.196 2.48
C 1.842 -0.026 2.171 0.66
C 1.763 0.649 3.422 -1.40
C 2.697 0.522 4.435 -0.59
C 3.820 -0.274 4.283 -0.92
C 3.983 -0.900 3.058 -0.73
C 3.042 -0.756 2.064 -0.29
F 3.381 -1.310 0.871 -0.36
H -1.226 -1.369 4.919 0.51
H -1.236 0.393 5.026 0.25
H 0.215 -0.454 4.473 0.38
H -0.892 -1.139 2.418 -1.65
H -3.390 -0.168 3.886 0.67
H -3.042 -1.783 3.304 0.29
H -3.449 -0.487 2.161 0.30
H -2.873 1.858 3.218 0.37
H -2.446 4.098 2.300 0.40
H -0.410 4.508 0.983 0.39
H 1.965 1.904 -0.098 -0.34
H 2.288 4.200 1.871 0.34
H 3.555 3.585 0.800 0.46
H 2.907 2.557 2.081 0.26
H 1.378 4.899 -0.261 0.46
H 0.499 3.791 -1.295 0.44
H 2.268 3.899 -1.397 0.41
H 0.921 1.300 3.605 0.75
H 2.535 1.068 5.357 0.41
H 4.557 -0.379 5.067 0.39
H 4.863 -1.490 2.830 0.47
S -0.128 -2.913 -2.207 -0.65
C 0.972 -2.416 -3.480 0.61
C 0.821 -2.857 -4.796 -0.68
C 1.735 -2.497 -5.771 -0.57
C 2.823 -1.688 -5.452 -0.66
C 2.989 -1.244 -4.152 -0.66
C 2.071 -1.599 -3.163 0.33
S 2.328 -1.097 -1.499 -0.39
H -0.024 -3.487 -5.045 0.45
H 1.601 -2.847 -6.786 0.39
H 3.535 -1.405 -6.216 0.39
H 3.833 -0.617 -3.888 0.49
N -0.476 3.794 -5.605 -0.31
C -1.443 2.982 -5.144 -0.05
S -3.004 3.085 -5.647 -0.35
C -1.001 2.006 -4.110 0.76
C 0.032 2.296 -3.226 -1.69
C 0.395 1.368 -2.269 -0.47
N -0.195 0.175 -2.151 1.39
C -1.189 -0.109 -3.011 -0.84
C -1.617 0.771 -3.982 -1.13
H -0.714 4.441 -6.338 0.22
H 0.495 3.581 -5.452 0.23
H 0.538 3.251 -3.241 0.51
H 1.198 1.557 -1.576 0.55
H -1.647 -1.080 -2.900 0.54
H -2.429 0.495 -4.640 0.47
```

Values from the calculation:
Frontier orbital gap (spin up / spin down), eV: 5.72 / 5.41
Spin multiplicity: 2
Lowest unoccupied orbital energy (spin up / spin down), eV: -0.69 / -0.97

The following is a DFT calculation (ωB97M-V/def2-TZVPD) of an isolated molecule of C2HN3O2 at a distorted geometry.

```
8
Properties=species:S:1:pos:R:3:mulliken_charge:R:1
O 1.068 -0.898 -2.223 -0.44
C 0.098 -0.401 -1.334 -0.07
C 0.027 -0.172 0.089 0.65
N 0.434 -0.868 1.238 -0.26
N 0.213 0.116 2.185 0.04
O -0.395 1.195 1.723 -0.01
N -0.715 0.880 0.291 -0.20
H -0.729 0.147 -1.969 0.29
```

Values from the calculation:
Frontier orbital gap, eV: 9.40
Lowest unoccupied orbital energy, eV: -1.67

The following is a DFT calculation (ωB97M-V/def2-TZVPD) of C8H15N2O as an isolated structure at a distorted geometry.

```
26
Properties=species:S:1:pos:R:3:mulliken_charge:R:1
C -0.234 2.540 -0.098 -0.41
C 1.983 -1.386 -0.499 -0.28
C 1.016 2.081 0.688 -0.65
C 0.222 1.443 -1.086 -0.41
C -1.947 -1.764 0.840 -0.26
C -2.704 -0.575 0.334 -0.52
C 2.962 -1.635 0.686 -0.47
C 1.813 -0.094 0.117 0.60
N 1.172 0.977 -0.088 0.33
N -1.605 -1.159 -0.431 -0.31
O 2.729 -0.253 1.134 -0.40
H -1.120 2.393 0.505 0.14
H -0.353 3.602 -0.475 0.33
H 2.442 -1.561 -1.496 0.33
H 1.073 -1.977 -0.437 0.12
H 1.780 2.865 0.761 0.29
H 0.779 1.654 1.750 0.32
H -0.659 0.738 -1.386 0.16
H 0.749 1.835 -1.985 0.32
H -1.329 -1.653 1.683 0.22
H -2.346 -2.835 0.747 0.22
H -3.668 -0.688 -0.024 0.29
H -2.700 0.357 0.707 0.18
H 2.600 -2.339 1.335 0.35
H 3.912 -1.755 0.293 0.33
H -2.045 -1.709 -1.142 0.21
```

Values from the calculation:
Frontier orbital gap, eV: 9.82
Total charge: +1
Lowest unoccupied orbital energy, eV: -3.27

The following is a DFT calculation (ωB97M-V/def2-TZVPD) of a 2-piece molecular cluster, C12H16N overall at a distorted geometry.

```
29
Properties=species:S:1:pos:R:3:mulliken_charge:R:1
C 2.259 1.271 -0.700 -0.32
C 2.486 0.009 -0.164 -0.54
C 1.079 1.896 -0.374 -0.88
C 1.555 -0.674 0.671 -0.72
C -1.161 1.867 0.500 -0.96
C 0.079 1.254 0.347 1.12
C 0.262 -0.106 0.802 0.98
C -0.736 -0.740 1.561 -1.54
C -2.205 1.329 1.248 -1.03
C -1.990 -0.002 1.896 1.08
C -3.217 -0.917 1.517 -1.21
C 0.895 -1.305 -2.210 -0.55
N 2.180 -0.903 -2.793 -0.58
H 2.872 1.773 -1.502 0.53
H 3.580 -0.454 -0.176 0.46
H 0.931 2.841 -0.811 0.43
H 1.571 -1.706 0.957 0.35
H -1.229 2.772 0.078 0.59
H -3.034 1.908 1.339 0.56
H 0.150 -0.921 -3.014 0.31
H -2.198 0.162 2.997 0.39
H -3.752 -1.327 2.395 0.32
H -2.865 -1.806 0.912 0.36
H -3.902 -0.277 0.925 0.36
H 0.848 -0.897 -1.200 0.10
H -0.528 -1.608 2.094 0.55
H 2.952 -1.121 -2.179 0.27
H 0.971 -2.420 -2.040 0.29
H 2.148 0.101 -3.075 0.28
```

Values from the calculation:
Frontier orbital gap (spin up / spin down), eV: 6.01 / 6.01
Total charge: +1
Lowest unoccupied orbital energy (spin up / spin down), eV: -6.03 / -6.03

The following is a DFT calculation (ωB97M-V/def2-TZVPD) of an isolated molecule of C3H3N5 at a distorted geometry.

```
11
Properties=species:S:1:pos:R:3:mulliken_charge:R:1
H -2.759 0.509 -0.927 0.26
N -2.188 -0.249 -0.593 -0.57
C -0.984 0.067 -0.083 0.28
C -0.434 -1.108 0.656 0.07
N 0.733 -1.518 0.275 -0.48
C 1.433 -0.636 -0.451 0.18
N 1.451 0.649 -0.506 -0.25
N 0.733 1.476 0.415 -0.18
N -0.505 1.421 0.399 -0.10
H -1.089 -1.691 1.257 0.39
H 2.187 -1.207 -0.992 0.39
```

Values from the calculation:
Frontier orbital gap, eV: 9.19
Lowest unoccupied orbital energy, eV: -0.99

The following is a DFT calculation (ωB97M-V/def2-TZVPD) of a 3-piece molecular cluster, C2H3N4O overall at a distorted geometry.

```
10
Properties=species:S:1:pos:R:3:mulliken_charge:R:1
C -1.900 3.044 2.120 -0.03
C 1.688 -2.367 -2.107 -0.12
N -1.543 2.030 1.739 -0.27
N -1.286 -0.680 1.918 -0.17
N -0.372 -0.808 1.333 0.26
N 1.501 -1.799 -1.126 0.46
O 1.546 -1.002 -0.199 -0.44
H -2.184 3.961 2.543 0.31
H 1.753 -3.172 -2.805 0.45
H 0.825 -0.702 0.639 0.54
```

Values from the calculation:
Frontier orbital gap, eV: 11.63
Total charge: +1
Lowest unoccupied orbital energy, eV: -4.20

The following is a DFT calculation (ωB97M-V/def2-TZVPD) of C29H20BrNO3PPbS5 as an isolated structure.

```
61
Properties=species:S:1:pos:R:3:mulliken_charge:R:1
Pb 0.900 1.713 -2.526 0.80
O 3.647 -0.049 -2.862 -0.39
N 3.598 0.291 -1.532 -0.41
C 3.231 -0.630 -0.740 -0.85
C 3.169 -0.343 0.718 0.43
C 4.222 -0.789 1.513 -0.49
C 4.224 -0.571 2.880 -0.67
C 3.155 0.087 3.472 -0.83
C 2.093 0.515 2.692 -0.02
C 2.084 0.306 1.313 -0.24
P 0.629 0.754 0.291 1.15
C -0.420 -0.730 0.470 0.74
C -0.055 -1.821 1.254 -0.53
C -0.905 -2.913 1.376 -0.95
C -2.128 -2.921 0.726 -0.48
C -2.493 -1.842 -0.068 -0.77
C -1.639 -0.761 -0.211 0.48
C -0.201 2.025 1.301 0.24
C 0.534 3.168 1.622 -0.13
C -0.059 4.212 2.310 -0.91
C -1.400 4.141 2.668 -0.47
C -2.135 3.011 2.349 -0.67
C -1.539 1.953 1.674 -0.32
H 3.121 -0.876 -2.990 0.44
H 2.981 -1.631 -1.098 0.72
H 5.053 -1.298 1.041 0.51
H 5.058 -0.910 3.481 0.39
H 3.140 0.258 4.541 0.42
H 1.253 1.009 3.162 0.48
H 0.893 -1.829 1.775 0.23
H -0.601 -3.762 1.974 0.39
H -2.789 -3.774 0.820 0.39
H -3.436 -1.852 -0.600 0.42
H -1.919 0.068 -0.848 -0.01
H 1.570 3.248 1.317 0.45
H 0.518 5.098 2.540 0.40
H -1.873 4.975 3.171 0.40
H -3.183 2.954 2.613 0.38
H -2.127 1.077 1.434 0.35
S -3.526 7.123 0.412 -0.29
C -2.567 6.018 -0.362 0.08
S -0.863 6.171 -0.525 -0.11
C -0.526 4.627 -1.282 0.11
C -1.610 3.860 -1.520 0.19
S -1.675 2.289 -2.289 -0.47
S -3.143 4.531 -1.002 -0.11
S 1.146 4.260 -1.609 -0.47
Br 1.400 -4.977 -1.156 -0.16
C -0.199 -4.320 -1.945 0.13
C -1.312 -5.144 -1.827 -0.67
C -2.531 -4.743 -2.348 -0.46
C -2.639 -3.508 -2.971 -0.71
C -1.528 -2.690 -3.061 -0.28
C -0.283 -3.078 -2.565 0.64
C 0.878 -2.113 -2.767 0.35
O 2.013 -2.596 -2.928 -0.79
O 0.577 -0.891 -2.809 -0.63
H -1.214 -6.096 -1.323 0.41
H -3.391 -5.395 -2.259 0.38
H -3.589 -3.179 -3.375 0.43
H -1.592 -1.709 -3.514 0.39
```

Values from the calculation:
Frontier orbital gap, eV: 6.86
Total charge: -1
Lowest unoccupied orbital energy, eV: 2.34

The following is a DFT calculation (ωB97M-V/def2-TZVPD) of a 2-piece molecular cluster, C6H5FO overall at a distorted geometry.

```
13
Properties=species:S:1:pos:R:3:mulliken_charge:R:1
C 0.568 0.698 -0.525 -0.28
C -0.875 0.586 -0.364 -0.27
C 1.440 -0.256 -0.089 -0.56
C -1.357 -0.527 0.096 -0.59
C 1.038 -1.434 0.679 -0.11
C -0.394 -1.556 0.374 0.95
O 0.330 -2.499 -0.099 -0.27
F -3.802 -0.009 -0.559 -0.80
H 0.927 1.653 -0.967 0.34
H -1.386 1.563 -0.639 0.36
H 2.500 0.045 -0.165 0.32
H -2.512 -0.596 0.112 0.46
H 1.544 -1.995 1.412 0.46
```

Values from the calculation:
Frontier orbital gap (spin up / spin down), eV: 6.22 / 6.22
Lowest unoccupied orbital energy (spin up / spin down), eV: -2.31 / -2.31

Taking the records one at a time from the top gives energy values of -3266.1796, -391.3480, -498.1840, -521.2326, -389.7364, -371.8568, -6496.8817, -406.4835 a.u..